# C23H37CoF6N2O6S2Sb2

A molecular structure, C23H37CoF6N2O6S2Sb2 (ωB97M-V with the def2-TZVPD basis set, the OMol25 dataset).

Output
ΔE to the lowest compared entry with this formula, charge and spin: 211.1 kJ/mol
highest occupied orbital energy (alpha / beta): -0.5144 / -0.5168 Eh
multiplicity: 5
total charge: +2

Atoms and positions in Å:
1 Sb -0.03 -2.10 -2.30
2 Sb 0.31 -2.55 1.65
3 Co 0.60 -0.10 -0.60
4 S 3.59 0.00 0.02
5 S 2.11 2.54 -0.83
6 F 2.50 5.07 -0.38
7 F 3.13 -0.94 2.45
8 F 1.78 0.66 1.91
9 F 1.09 4.17 0.99
10 F 3.82 1.11 2.46
11 F 3.21 3.85 1.26
12 O 1.77 0.42 -2.34
13 O 3.26 1.69 -0.09
14 O 0.79 1.96 -0.42
15 O 2.45 -0.94 -0.21
16 O -1.26 -0.12 0.26
17 O 4.94 -0.35 0.35
18 N -3.46 0.36 0.21
19 N 3.95 0.07 -1.82
20 C 1.53 -4.10 2.42
21 C -0.82 -6.04 1.02
22 C -1.17 -4.86 0.30
23 C 2.26 4.02 0.38
24 C -2.38 2.26 -1.67
25 C -1.03 -4.85 -1.13
26 C -0.44 -1.85 3.50
27 C -1.94 2.10 0.93
28 C 2.96 0.20 -2.70
29 C -2.40 2.96 -0.29
30 C -1.46 -3.71 -1.97
31 C -0.51 -5.99 -1.74
32 C -3.59 1.37 -2.01
33 C -3.68 0.06 -1.22
34 C -0.70 -1.59 -4.24
35 C -2.18 0.69 0.51
36 C 3.07 0.25 1.82
37 C 3.25 0.15 -4.17
38 C 5.33 -0.06 -2.29
39 C 1.66 -3.29 -2.75
40 C -0.32 -7.14 0.39
41 C -1.61 -3.72 1.03
42 C -0.15 -7.11 -1.00
43 H 2.33 0.33 -4.72
44 H -1.79 -1.66 -4.29
45 H -2.38 -3.25 -1.61
46 H -0.41 -6.01 -2.82
47 H -3.57 1.13 -3.08
48 H 5.96 -0.37 -1.47
49 H -2.54 2.35 1.81
50 H -2.35 3.05 -2.42
51 H 5.39 -0.82 -3.07
52 H 2.47 -2.65 -3.10
53 H 2.01 -3.82 -1.86
54 H -0.26 -2.27 -4.97
55 H -1.45 1.70 -1.81
56 H -0.07 -8.04 0.95
57 H -4.12 1.06 0.54
58 H 2.05 -4.62 1.62
59 H -4.65 -0.42 -1.33
60 H 2.26 -3.62 3.08
61 H -1.77 3.84 -0.33
62 H 0.34 -1.23 3.96
63 H -1.33 -1.24 3.34
64 H 3.99 0.91 -4.44
65 H -0.97 -6.05 2.10
66 H 1.41 -4.00 -3.54
67 H -2.92 -0.66 -1.53
68 H 0.24 -7.98 -1.51
69 H -3.42 3.32 -0.11
70 H -0.89 2.24 1.17
71 H -2.15 -2.94 0.50
72 H -4.51 1.94 -1.85
73 H -1.65 -4.06 -2.99
74 H -1.98 -3.91 2.03
75 H 0.94 -4.80 3.01
76 H -0.40 -0.57 -4.46
77 H -0.67 -2.67 4.17
78 H 5.70 0.89 -2.68
79 H 3.67 -0.81 -4.46

---

# C23H37CoO2

A molecular structure, C23H37CoO2 (ωB97M-V with the def2-TZVPD basis set, the OMol25 dataset).

Output
ΔE to the lowest compared entry with this formula, charge and spin: 19.3 kJ/mol
highest occupied orbital energy (alpha / beta): -0.0664 / -0.1338 Eh
multiplicity: 4
total charge: -1

Atoms and positions in Å:
1 Co -1.20 -0.85 0.46
2 O 3.30 0.80 -2.37
3 O -0.21 2.72 -0.02
4 C -3.07 -0.19 0.52
5 C 3.26 0.39 0.07
6 C 4.13 0.54 -1.19
7 C -1.10 -0.74 2.49
8 C 0.99 -3.94 -1.88
9 C 1.94 0.54 -2.03
10 C -0.95 3.99 -0.15
11 C 1.84 0.44 -0.49
12 C -2.13 -1.30 -1.27
13 C 1.03 3.51 0.02
14 C -2.99 -1.46 -0.14
15 C -0.75 -3.00 2.96
16 C 0.31 -0.95 2.77
17 C -2.23 0.73 -0.19
18 C 0.25 -2.26 -0.22
19 C 0.52 -2.32 3.00
20 C -1.64 0.04 -1.29
21 C -0.05 -4.77 0.23
22 C 0.35 4.85 -0.17
23 C -1.83 4.27 1.06
24 C -1.65 4.16 -1.49
25 C -0.04 -3.64 -0.79
26 C -1.74 -2.06 2.66
27 H 0.89 -4.80 0.80
28 H -3.72 0.02 1.37
29 H -1.25 4.19 1.99
30 H 0.76 -1.74 -1.05
31 H -2.22 5.28 0.98
32 H 0.96 -2.34 0.61
33 H -1.98 -2.07 -2.02
34 H -2.64 3.68 -1.49
35 H 1.52 3.39 1.00
36 H 0.95 -3.18 -2.68
37 H 3.46 -0.60 0.52
38 H 1.02 -0.13 2.88
39 H 0.82 -4.91 -2.36
40 H -1.63 0.21 2.65
41 H 0.40 5.54 0.68
42 H -0.99 0.48 -2.05
43 H -1.03 -3.60 -1.25
44 H 4.86 1.36 -1.10
45 H -0.15 -5.73 -0.29
46 H 1.31 1.36 -2.42
47 H 1.60 -0.37 -2.57
48 H 1.31 -0.43 -0.14
49 H 3.43 1.19 0.79
50 H 1.73 3.27 -0.80
51 H -2.82 -2.26 2.73
52 H -1.78 5.23 -1.67
53 H -2.68 3.57 1.12
54 H 1.47 -2.81 3.25
55 H -0.88 -4.68 0.94
56 H 2.01 -3.92 -1.45
57 H -3.55 -2.35 0.14
58 H 0.51 5.33 -1.14
59 H -2.07 1.76 0.09
60 H -0.88 -4.06 3.16
61 H -1.03 3.76 -2.30
62 H 1.24 1.25 -0.08
63 H 4.68 -0.39 -1.43

---

# C23H37F6O24S

7 unconnected molecules or ions with the total composition C23H37F6O24S (ωB97M-V with the def2-TZVPD basis set, the OMol25 dataset).

Output
highest occupied orbital energy: -0.2266 Eh
multiplicity: 1
total charge: -1

Atoms and positions in Å:
1 S 5.43 1.18 -6.40
2 F 6.21 0.79 -1.50
3 F 4.96 -2.22 -4.12
4 F 7.53 0.08 -3.73
5 F 5.09 1.46 -3.23
6 F 6.76 -1.55 -2.53
7 F 6.72 -1.81 -5.33
8 O -2.05 0.40 -4.19
9 O 10.81 -2.57 -7.80
10 O 3.75 -0.75 -5.77
11 O 4.26 -0.76 -0.85
12 O 5.60 0.75 -7.77
13 O -5.84 0.60 5.72
14 O -0.90 0.77 -0.09
15 O 3.24 -0.52 -2.81
16 O -3.79 0.41 5.06
17 O -7.27 1.24 12.51
18 O 0.88 -0.27 0.53
19 O -6.89 1.44 10.29
20 O -0.86 -1.50 -4.00
21 O 10.96 -2.71 -5.55
22 O -0.55 0.47 2.12
23 O 4.30 2.02 -6.15
24 O -6.26 2.25 0.69
25 O -6.09 2.58 -1.43
26 O 6.65 1.53 -5.70
27 O -8.13 2.73 -0.47
28 O -5.74 0.02 11.61
29 O 12.36 -3.83 -6.75
30 O -0.30 0.16 -5.42
31 O -4.71 -1.29 6.23
32 C 5.73 -1.23 -4.61
33 C 12.85 -4.21 -8.03
34 C -2.93 -0.10 -3.18
35 C 11.32 -2.99 -6.80
36 C 9.84 -1.81 -5.44
37 C -0.21 0.33 0.97
38 C -8.29 2.24 12.38
39 C 5.47 0.38 -2.56
40 C 0.84 -0.61 -5.85
41 C 1.74 -0.80 1.55
42 C 4.25 -0.37 -1.97
43 C -1.04 -0.42 -4.50
44 C -4.99 -0.39 10.45
45 C -6.70 2.88 -2.69
46 C -6.66 0.95 11.36
47 C -4.77 -0.20 5.72
48 C 6.40 -0.54 -3.39
49 C 4.85 -0.36 -5.57
50 C -6.97 0.06 6.40
51 C -7.04 2.18 1.88
52 C -2.57 -0.34 4.97
53 C -6.95 2.54 -0.41
54 C -2.11 1.44 0.26
55 H 2.10 0.00 2.20
56 H -7.30 -0.86 5.91
57 H 10.07 -0.85 -5.89
58 H -1.90 2.33 0.85
59 H -7.43 2.12 -2.96
60 H -1.87 0.27 4.41
61 H -2.17 -0.54 5.96
62 H 12.08 -4.73 -8.60
63 H -8.70 2.38 13.38
64 H 1.51 -0.80 -5.02
65 H -7.79 1.40 1.80
66 H -3.69 0.66 -3.03
67 H -6.74 -0.13 7.44
68 H -4.29 -1.14 10.80
69 H 8.96 -2.23 -5.90
70 H -4.45 0.45 10.03
71 H -2.59 1.74 -0.67
72 H -7.52 3.14 2.09
73 H -3.40 -1.03 -3.51
74 H -6.36 1.94 2.69
75 H -5.89 2.87 -3.43
76 H 9.66 -1.68 -4.38
77 H -2.39 -0.27 -2.25
78 H -7.16 3.86 -2.67
79 H -7.87 3.18 12.03
80 H -2.74 -1.27 4.43
81 H 1.36 -0.01 -6.59
82 H 1.22 -1.55 2.14
83 H -7.76 0.80 6.33
84 H 2.58 -1.25 1.04
85 H 13.20 -3.34 -8.59
86 H -2.78 0.77 0.80
87 H 2.44 -0.59 -2.25
88 H -9.08 1.90 11.71
89 H 13.69 -4.88 -7.85
90 H -5.65 -0.83 9.71
91 H 0.52 -1.55 -6.30

---

DFT total energy / a.u.: -4717.7657, -2431.6361, -3701.8867